Record 1
This record from the OMol25 dataset describes a 13-piece molecular cluster, C43H117N5O13 overall at a distorted geometry. The level of theory is the ωB97M-V functional and the def2-TZVPD basis.

Last column: Löwdin charge in e.
Element x y z (Å)
C 2.9258 -0.2138 4.1300  -0.08
C 2.4939 -1.5258 4.7380  -0.32
O 1.5297 -2.2245 3.9995  -0.10
H 3.6445 0.2382 4.8557  0.10
H 2.1446 0.4486 3.9090  0.03
H 3.4487 -0.3924 3.1877  0.04
H 2.1056 -1.3722 5.7362  0.11
H 3.3844 -2.1342 4.8307  0.10
H 1.9833 -2.8211 3.3687  0.03
C 4.2423 4.1828 -1.9331  -0.02
C 4.1489 3.8829 -0.3925  -0.47
C 5.3255 3.0536 0.1011  -0.04
O 3.8693 5.0358 0.3981  -0.06
H 5.0300 4.8713 -2.1138  0.07
H 3.3069 4.6537 -2.1142  0.06
H 4.2417 3.2279 -2.4620  0.07
H 3.2302 3.3006 -0.2979  0.10
H 6.2778 3.5280 -0.2276  0.09
H 5.2416 2.0199 -0.2618  0.08
H 5.3164 3.0159 1.1913  0.08
H 4.6171 5.6247 0.5258  0.10
C 1.1425 -0.2293 1.2424  -0.04
C 1.1481 -0.1829 -0.2609  -0.47
C 0.2855 -1.2775 -0.9329  -0.02
O 0.8340 1.1149 -0.7220  -0.06
H 1.9846 0.3929 1.6800  0.08
H 1.1905 -1.2181 1.6718  0.06
H 0.2482 0.2808 1.5458  0.07
H 2.1736 -0.3595 -0.6039  0.11
H 0.3042 -1.0997 -1.9814  0.04
H -0.7921 -1.3099 -0.7248  0.07
H 0.7617 -2.3058 -0.7266  0.09
H 1.3936 1.3405 -1.5038  0.06
C 1.8336 3.6212 2.2014  -0.06
C 0.6409 4.1379 1.4246  -0.50
C 0.1003 5.4206 2.1137  -0.05
O 1.0169 4.3412 0.1073  -0.03
H 2.4420 2.9130 1.6776  0.05
H 1.5705 3.2172 3.2213  0.09
H 2.5342 4.4821 2.3878  0.09
H -0.1926 3.3617 1.4734  0.14
H -0.7734 5.9596 1.7232  0.06
H 0.9049 6.1959 2.0302  0.09
H -0.1388 5.1317 3.1712  0.06
H 1.9249 4.5501 0.1655  0.01
C 3.3122 -4.9155 0.2728  -0.03
C 2.3184 -4.1526 1.1040  -0.43
C 1.0962 -4.8958 1.6567  -0.02
O 2.9969 -3.7547 2.3361  -0.08
H 4.1083 -4.2177 0.0303  0.06
H 2.7407 -5.2009 -0.5689  0.04
H 3.7816 -5.7789 0.8487  0.13
H 1.8936 -3.2705 0.5783  0.11
H 1.4010 -5.6932 2.2875  0.08
H 0.4191 -5.1760 0.8804  0.07
H 0.6178 -4.1768 2.2709  0.05
H 3.9014 -3.5503 2.1817  0.04
C -4.9106 -1.8874 -2.9715  -0.04
C -3.4394 -2.1211 -2.5138  -0.49
C -3.0355 -3.6152 -2.5731  -0.06
O -2.5599 -1.3829 -3.3016  -0.07
H -5.2548 -0.8982 -3.0030  0.03
H -5.5919 -2.4649 -2.3319  0.08
H -5.0711 -2.2633 -3.9923  0.08
H -3.4318 -1.8318 -1.4656  0.11
H -3.7086 -4.3415 -2.0740  0.08
H -1.9485 -3.6994 -2.3240  0.07
H -2.9826 -3.9281 -3.6090  0.06
H -2.3511 -0.6139 -2.7411  0.02
C -1.5541 3.0752 4.0615  -0.05
C -1.2101 1.5986 3.9584  -0.51
C -1.1383 0.8115 5.1833  -0.07
O -2.2742 1.0248 3.1492  -0.08
H -2.3972 3.1717 4.7545  0.09
H -1.8218 3.4994 3.0737  0.07
H -0.6616 3.5180 4.5548  0.08
H -0.2288 1.4918 3.4666  0.11
H -0.4873 1.2469 5.9385  0.08
H -0.8910 -0.2679 5.0982  0.09
H -2.1354 0.8295 5.6152  0.09
H -1.9998 0.1166 3.0145  0.01
C 0.5645 0.9734 -4.3936  -0.04
C 2.0298 0.7555 -4.0554  -0.46
C 2.9505 1.0158 -5.2024  -0.04
O 2.4538 1.6325 -2.9638  -0.10
H -0.0510 0.6711 -3.4930  0.07
H 0.1979 0.2703 -5.1910  0.09
H 0.3134 2.0455 -4.7134  0.11
H 2.1884 -0.2207 -3.5607  0.11
H 3.0290 0.2888 -5.9861  0.08
H 3.8701 1.2641 -4.7867  0.05
H 2.6323 1.9648 -5.6991  0.10
H 2.4174 2.5378 -3.2440  0.07
C -5.3073 4.7926 0.4759  -0.07
C -4.8748 3.6740 1.3741  -0.45
C -6.1189 2.9813 1.8985  -0.18
O -6.5847 3.6409 3.1099  -0.20
C -7.7032 3.1209 3.7059  -0.16
N -4.0465 2.6453 0.7648  0.07
H -6.0748 5.4145 0.9531  0.09
H -5.6795 4.4480 -0.4975  0.09
H -4.4834 5.5179 0.3973  0.07
H -4.4181 4.1829 2.2457  0.14
H -5.9433 1.9212 2.0513  0.11
H -6.9353 3.0025 1.1024  0.14
H -8.1103 3.9193 4.3040  0.08
H -7.4657 2.1693 4.2604  0.10
H -8.4444 2.8503 2.9243  0.09
H -3.6690 1.9608 1.4624  0.08
H -3.3064 3.0008 0.2319  0.02
C -2.5101 -3.4986 0.9425  -0.05
C -2.7823 -2.1607 1.5946  -0.39
C -4.0574 -2.1247 2.3535  -0.19
O -5.1399 -2.6973 1.6058  -0.19
C -5.7872 -3.7633 2.2395  -0.13
N -1.7226 -1.8493 2.6298  0.07
H -1.6257 -3.4055 0.3575  0.05
H -3.4119 -3.7762 0.3944  0.08
H -2.3166 -4.2669 1.6227  0.06
H -2.7890 -1.3953 0.7903  0.14
H -4.3821 -1.1576 2.7538  0.14
H -3.8520 -2.7378 3.1888  0.10
H -6.1171 -3.4920 3.2761  0.10
H -5.1349 -4.5406 2.5452  0.06
H -6.6076 -4.1283 1.5494  0.11
H -0.8731 -1.7825 2.0999  0.04
H -1.7768 -2.4156 3.4544  0.08
C -0.2245 -2.8403 -5.4597  -0.06
C 0.6212 -3.2149 -4.2434  -0.49
C 0.6069 -4.7068 -4.1192  -0.23
O 1.1080 -5.0561 -2.8370  -0.21
C 1.2756 -6.4699 -2.6113  -0.09
N 1.9264 -2.6508 -4.2451  0.07
H -0.4790 -1.7995 -5.5711  0.04
H -1.2758 -3.3115 -5.5088  0.11
H 0.3392 -3.1288 -6.3639  0.08
H 0.0182 -2.8331 -3.3906  0.12
H 1.2047 -5.0965 -4.9987  0.15
H -0.3827 -5.0847 -4.1556  0.11
H 0.3453 -7.0622 -2.5721  0.09
H 1.6206 -6.5926 -1.5539  0.07
H 1.9965 -6.8813 -3.3418  0.09
H 2.4533 -3.1049 -4.9810  0.08
H 2.3522 -2.9377 -3.3520  0.08
C -4.0319 2.0018 -3.1623  -0.05
C -2.5407 2.0314 -2.9969  -0.45
C -1.9731 3.4196 -2.8648  -0.20
O -2.3425 3.9979 -1.6056  -0.20
C -1.8490 5.3457 -1.3405  -0.07
N -2.1226 1.0190 -2.0366  0.08
H -4.3774 2.9842 -3.6117  0.10
H -4.4619 1.8341 -2.1338  0.09
H -4.3545 1.1923 -3.8378  0.07
H -2.0897 1.7618 -3.9960  0.13
H -2.3227 4.0679 -3.6775  0.13
H -0.9026 3.3223 -2.9100  0.10
H -2.2882 5.7053 -0.4314  0.06
H -2.2177 5.9885 -2.1780  0.10
H -0.7919 5.4801 -1.2887  0.06
H -1.1396 1.1160 -1.7333  0.07
H -2.7684 1.1273 -1.2864  0.06
C 6.7985 -0.4873 2.4237  -0.04
C 5.8857 -1.6704 2.0485  -0.40
C 4.9491 -1.3706 0.8406  -0.22
O 5.6356 -1.2695 -0.3763  -0.19
C 4.8449 -1.2655 -1.6134  -0.04
N 6.6651 -2.8934 1.7958  0.05
H 7.4838 -0.9431 3.1379  0.08
H 6.2754 0.3304 2.7880  0.04
H 7.3591 -0.1267 1.5529  0.09
H 5.2488 -1.9516 2.8807  0.11
H 4.4170 -0.4537 1.0820  0.11
H 4.1359 -2.1486 0.7596  0.10
H 4.1348 -2.1305 -1.5958  0.08
H 5.4673 -1.3371 -2.5092  0.09
H 4.2396 -0.3607 -1.6030  0.06
H 7.2663 -3.0783 2.5779  0.06
H 7.1700 -2.8802 0.9375  0.06

HOMO energy ... -8.448 eV
E_LUMO ... 0.019 Eh
Total charge ... 0
Kohn-Sham gap ... 8.95 eV



Record 2
This record from the OMol25 dataset describes a 10-piece molecular cluster, C29H60Cl18NO overall at a distorted geometry. The level of theory is the ωB97M-V functional and the def2-TZVPD basis.

Last column: Löwdin charge in e.
Element x y z (Å)
C 0.9157 2.8270 3.0306  -0.07
C -0.1273 1.7036 2.8789  -0.42
C 0.5670 0.3724 3.2138  -0.08
C -0.6250 1.7615 1.4389  -0.16
C -1.7191 0.7572 1.0380  -0.31
C -1.1880 -0.6722 0.8258  -0.09
C -2.9286 0.7778 1.9716  -0.13
O -4.0987 1.1069 1.1896  -0.09
C -5.3222 0.7957 1.7673  -0.32
C -5.5075 0.8354 3.3059  -0.09
C -6.9915 1.1201 3.4167  -0.10
N -7.3081 2.1756 2.3818  0.08
C -6.2109 2.0089 1.3513  -0.04
H 0.4576 3.8119 3.0605  0.08
H 1.5901 2.7783 2.1791  0.08
H 1.5293 2.6838 3.9128  0.07
H -0.9363 1.9268 3.5722  0.10
H 1.3814 0.5295 3.9099  0.07
H 1.0161 -0.0082 2.3024  0.07
H -0.1289 -0.3426 3.6398  0.03
H 0.2032 1.6358 0.7451  0.12
H -1.0097 2.7672 1.2574  0.12
H -2.0832 1.0728 0.0644  0.13
H -1.7704 -1.1527 0.0471  0.07
H -1.2702 -1.2773 1.7220  0.07
H -0.1668 -0.5914 0.4782  0.05
H -3.0241 -0.2111 2.4135  0.13
H -2.8039 1.5170 2.7564  0.11
H -5.8207 -0.0970 1.3817  0.16
H -4.8641 1.5048 3.8533  0.13
H -5.4648 -0.1928 3.6507  0.13
H -7.6117 0.2782 3.1325  0.14
H -7.3733 1.4473 4.3775  0.14
H -7.2073 3.1305 2.7180  0.18
H -8.2130 2.1053 1.9186  0.18
H -6.4613 2.1372 0.3058  0.14
H -5.5416 2.8435 1.5428  0.14
Cl 0.6871 -1.6451 -2.2126  0.57
C 1.7849 -2.7312 -1.3206  -0.68
C 1.1566 -4.0739 -1.0374  -0.66
Cl -0.1770 -3.9502 0.1464  0.55
H 2.0784 -2.2158 -0.4131  -0.03
H 2.6714 -2.8613 -1.9404  0.07
H 1.8947 -4.7490 -0.6097  0.06
H 0.7600 -4.5261 -1.9425  0.07
Cl -3.2982 -8.7406 -0.1919  0.54
C -2.0582 -8.6967 1.0873  -0.67
C -1.1018 -7.5456 0.9110  -0.68
Cl -0.0576 -7.7511 -0.5165  0.54
H -1.5376 -9.6507 1.0816  0.07
H -2.5831 -8.5924 2.0354  0.07
H -0.4450 -7.4781 1.7769  0.07
H -1.6288 -6.6012 0.8029  0.04
Cl 3.4267 -1.0343 -4.5348  0.53
C 3.4317 0.7480 -4.5513  -0.67
C 4.3443 1.3182 -3.4987  -0.67
Cl 3.7377 1.0126 -1.8479  0.51
H 2.4066 1.0844 -4.4126  0.05
H 3.7652 1.0595 -5.5396  0.08
H 4.4095 2.3967 -3.6187  -0.01
H 5.3450 0.8985 -3.5660  0.07
Cl -0.3826 -2.5093 5.7488  0.55
C -0.8435 -1.8731 7.3492  -0.66
C -1.8060 -0.7193 7.2382  -0.66
Cl -1.0363 0.7279 6.5348  0.56
H 0.0649 -1.5830 7.8702  0.07
H -1.3125 -2.6899 7.8949  0.07
H -2.1641 -0.4408 8.2278  0.07
H -2.6612 -0.9793 6.6194  0.06
Cl -0.0655 0.0245 -6.1752  0.58
C -1.0407 0.2261 -4.6971  -0.66
C -1.8925 1.4677 -4.7406  -0.66
Cl -0.9091 2.9541 -4.6665  0.54
H -0.3580 0.2411 -3.8510  0.01
H -1.6753 -0.6549 -4.6140  0.08
H -2.5577 1.4818 -3.8784  0.07
H -2.4942 1.5112 -5.6453  0.02
Cl 2.6662 -2.9896 1.6210  0.64
C 3.9211 -2.9089 2.8865  -0.62
C 4.8117 -1.7130 2.6701  -0.68
Cl 5.8014 -1.8884 1.1983  0.57
H 4.4768 -3.8429 2.8725  0.07
H 3.4117 -2.8235 3.8452  0.07
H 5.4950 -1.5928 3.5079  0.07
H 4.2276 -0.8029 2.5682  0.04
Cl -4.3907 -1.0305 -8.3982  0.53
C -3.3299 -0.2187 -9.5804  -0.66
C -2.3964 0.7598 -8.9177  -0.66
Cl -3.2638 2.1721 -8.2548  0.55
H -3.9624 0.2682 -10.3181  0.07
H -2.7512 -0.9961 -10.0759  0.07
H -1.6820 1.1403 -9.6456  0.08
H -1.8486 0.2935 -8.1028  0.00
Cl 4.2714 4.4258 -1.7419  0.55
C 3.6719 5.8569 -2.6206  -0.64
C 2.5742 5.5127 -3.5949  -0.65
Cl 3.1662 4.5505 -4.9748  0.57
H 4.5171 6.3222 -3.1210  0.07
H 3.2876 6.5485 -1.8727  0.07
H 2.1531 6.4277 -4.0077  0.07
H 1.7784 4.9493 -3.1137  0.06
Cl 6.7949 3.4198 0.0674  0.52
C 8.0665 2.4849 0.8958  -0.65
C 7.5744 1.1309 1.3380  -0.67
Cl 6.3713 1.2542 2.6500  0.56
H 8.4221 3.0747 1.7367  0.07
H 8.8838 2.3601 0.1876  0.07
H 8.4053 0.5422 1.7229  0.08
H 7.1149 0.5870 0.5184  0.04

HOMO energy ... -11.446 eV
E_LUMO ... -0.119 Eh
Total charge ... +1
Kohn-Sham gap ... 8.21 eV



Record 3
This record from the OMol25 dataset describes C47H41F6IrN2OP2S4 as an isolated structure at a distorted geometry. The level of theory is the ωB97M-V functional and the def2-TZVPD basis.

Last column: Löwdin charge in e.
Element x y z (Å)
Ir -0.5045 0.8440 -0.7250  0.88
S 0.4808 2.9500 -1.2397  0.43
P 2.1439 1.7777 -1.4531  0.57
C 1.3406 0.2497 -1.1233  -0.77
P 2.0574 -1.3450 -1.0787  0.48
S 0.7293 -2.7332 -0.5089  0.43
C 3.3298 -1.4515 0.1300  -0.38
C 4.3557 -2.3826 0.0430  -0.08
C 5.3165 -2.4484 1.0127  -0.08
C 5.2461 -1.6639 2.1395  -0.03
C 4.1125 -0.8074 2.3044  -0.04
C 3.2035 -0.6677 1.2833  -0.10
C 2.8171 -1.7497 -2.6515  -0.34
C 2.0559 -2.3952 -3.6266  -0.09
C 2.5897 -2.5589 -4.8942  -0.07
C 3.8565 -2.0903 -5.1667  -0.08
C 4.5867 -1.3914 -4.2269  -0.08
C 4.1004 -1.2138 -2.9651  -0.09
C 2.9354 2.0841 -3.0297  -0.35
C 3.9341 3.0097 -3.2442  -0.07
C 4.4266 3.2400 -4.5450  -0.04
C 3.8614 2.5757 -5.6315  -0.04
C 2.7644 1.7196 -5.4150  -0.07
C 2.3425 1.4543 -4.1497  -0.10
C 3.3526 2.2615 -0.1401  -0.35
C 4.6591 1.9827 -0.2744  -0.10
C 5.6219 2.1319 0.8070  -0.04
C 5.1645 2.6206 2.0068  -0.08
C 3.8110 3.0117 2.1186  -0.06
C 2.9096 2.7778 1.0881  -0.10
H 4.4971 -3.0375 -0.8321  0.13
H 6.1140 -3.1107 0.8822  0.10
H 6.0017 -1.7898 2.8984  0.11
H 3.9823 -0.3296 3.2310  0.09
H 2.3261 -0.0449 1.3733  0.04
H 1.0979 -2.8314 -3.4362  0.09
H 2.0993 -3.2240 -5.6335  0.13
H 4.3272 -2.2498 -6.1248  0.11
H 5.5553 -0.9653 -4.5550  0.13
H 4.5803 -0.6392 -2.2012  0.09
H 4.3754 3.5826 -2.4360  0.11
H 5.2823 3.8715 -4.6175  0.10
H 4.2187 2.6985 -6.6239  0.10
H 2.2363 1.3437 -6.2779  0.11
H 1.5678 0.7040 -3.9879  0.11
H 5.0611 1.6812 -1.2188  0.09
H 6.6467 1.7604 0.6596  0.12
H 5.7852 2.6992 2.8752  0.10
H 3.5304 3.4743 3.0777  0.12
H 1.8646 3.0174 1.2721  0.08
S -0.2990 0.4794 1.6066  0.71
C -1.7200 -0.4718 1.7804  -0.62
N -2.3358 -0.4690 2.9951  -0.09
C -3.4352 -1.4470 3.2328  -0.09
C -4.3634 -1.3550 2.0932  -0.08
N -3.5819 -1.6161 0.8546  -0.08
C -4.2868 -2.1530 -0.3076  -0.12
C -3.6922 -3.5267 -0.6418  -0.23
C -3.0027 -4.3407 0.2629  -0.04
C -2.3359 -5.4884 -0.1742  -0.08
C -2.3223 -5.8827 -1.5043  -0.06
C -3.0129 -5.0455 -2.3730  -0.06
C -3.7091 -3.9075 -1.9669  -0.04
C -2.3006 -1.2048 0.7320  -0.59
S -1.5735 -1.2098 -0.8369  0.67
C -1.7115 0.2095 4.1308  -0.13
C -2.7832 0.8285 5.0612  -0.24
C -2.7392 0.6618 6.4265  -0.06
C -3.6699 1.2297 7.2430  -0.07
C -4.7186 1.9454 6.6776  -0.08
C -4.7477 2.1411 5.3121  -0.07
C -3.7577 1.5917 4.4852  -0.04
H -3.9179 -1.1698 4.1421  0.12
H -3.0422 -2.5063 3.3104  0.16
H -4.7851 -0.3813 1.9632  0.13
H -5.1372 -2.1340 2.1078  0.15
H -4.0883 -1.5182 -1.1685  0.08
H -5.3539 -2.0729 -0.1448  0.14
H -2.8542 -4.0743 1.2897  0.10
H -1.8374 -6.0706 0.5704  0.10
H -1.8284 -6.7830 -1.8058  0.10
H -3.0091 -5.3246 -3.3977  0.10
H -4.2233 -3.3116 -2.6714  0.11
H -1.1533 1.0735 3.7342  0.07
H -1.0377 -0.4444 4.6980  0.13
H -1.9613 0.0024 6.8592  0.13
H -3.6486 1.1493 8.2869  0.09
H -5.5628 2.2706 7.2642  0.11
H -5.5439 2.7421 4.8890  0.11
H -3.8549 1.7788 3.3608  0.13
C -2.8315 3.2753 -2.1321  -0.01
C -3.2552 2.4838 -0.9134  -0.48
O -2.5062 1.3819 -0.6415  -0.38
C -4.6917 1.9319 -1.1873  -0.56
F -4.5809 0.8706 -1.9824  0.16
F -5.4590 2.8693 -1.7288  0.18
F -5.2713 1.4767 -0.0419  0.14
C -3.2565 3.4496 0.2905  -0.59
F -2.0582 4.0007 0.4566  0.14
F -4.1194 4.4213 0.2249  0.21
F -3.5434 2.7913 1.4554  0.11
H -2.9522 2.6102 -3.0609  0.14
H -1.8178 3.6773 -2.0174  0.02
H -3.4684 4.1630 -2.2676  0.10

Spin multiplicity ... 6
Energy relative to the best compared isomer or geometry (same formula, charge and spin) ... 0.0 kcal/mol
HOMO energy (alpha / beta) ... -9.174 / -10.690 eV
E_LUMO (alpha / beta) ... -0.089 / -0.187 Eh
Total charge ... +1
Kohn-Sham gap (alpha / beta) ... 6.75 / 5.61 eV
Expectation value of S² ... 8.78



> The lowest total charge belongs to which entry?

C43H117N5O13